# 1
Here is one molecule with the formula C5H5Br2N from the Open Molecules 2025 dataset. Energies are from ωB97M-V with the def2-TZVPD basis set.

```
13
Properties=species:S:1:pos:R:3:forces:R:3
C -0.887461 1.594735 -0.061186 0.96 2.30 0.76
C -1.652074 -0.307434 -0.829517 0.22 -1.28 0.31
C -2.148709 1.859682 -0.526825 -0.55 1.12 -0.25
C -2.643234 0.638801 -1.013306 -1.00 -0.80 0.15
C 0.598398 -0.357541 0.303260 0.77 -1.70 -2.85
N -0.588117 0.311601 -0.210117 -0.31 -1.12 -0.98
Br -3.124260 3.549779 -0.652266 1.04 -1.34 0.28
Br -4.525315 0.345853 -1.357920 1.32 -0.04 -0.13
H -0.090231 2.205099 0.348237 -0.53 0.40 -0.04
H -1.561765 -1.404329 -0.966015 -0.60 1.06 -0.07
H 0.632742 -0.251890 1.331436 0.32 0.61 2.10
H 0.349110 -1.462635 0.169272 0.89 1.33 -0.13
H 1.645559 -0.068160 -0.187723 -2.53 -0.55 0.84
```
Forces are in eV/Å.

Calculated values
**SMILES**: Cn1cc(Br)c(Br)c1
**LUMO level**: 0.72 eV
**HOMO**: -8.68 eV
**Relative energy (zero: lowest compared OMol25 entry of this formula, charge and spin)**: 0.233 eV

Mulliken atomic charge list, values in e, 6 entries:
1 C -0.3083
2 C -0.1158
3 C -0.0996
4 C -0.1071
5 C -0.8000
6 N 0.1529


# 2
Here is one molecule with the formula C18H20ClNO2 from the Open Molecules 2025 dataset. Energies are from ωB97M-V with the def2-TZVPD basis set.

```
42
Properties=species:S:1:pos:R:3:forces:R:3
C 2.366340 2.249932 -1.630900 0.02 -0.29 -0.06
H 1.499934 2.277689 -2.286877 -0.08 0.03 -0.05
H 2.198718 2.930658 -0.799432 -0.01 0.10 0.09
C 2.595717 0.822302 -1.129527 0.03 0.12 -0.17
N 1.427400 0.336384 -0.415959 0.20 0.35 0.08
C 0.696101 -0.719276 -0.835031 -0.31 0.13 0.52
O 0.912112 -1.303333 -1.875260 0.03 -0.27 -0.36
C -0.410327 -1.116863 0.133144 -0.13 -0.25 -0.35
H 0.047932 -1.723314 0.919921 0.02 0.05 0.07
H -0.844280 -0.231143 0.599792 0.07 -0.01 0.07
C -1.492710 -1.928461 -0.573172 -0.10 0.04 0.41
C -2.471974 -2.547418 0.423920 0.26 -0.15 -0.41
H -3.222549 -3.154939 -0.095178 0.03 0.03 0.10
H -1.929623 -3.193547 1.120479 -0.08 0.01 -0.12
O -3.092261 -1.586993 1.258067 -0.09 0.17 0.20
C -4.095953 -0.809443 0.776071 -0.20 0.23 0.04
C -4.680830 -0.919441 -0.481963 0.26 -0.23 0.11
C -5.716369 -0.074743 -0.845160 -0.12 0.20 0.13
C -6.171898 0.884346 0.040394 0.12 -0.15 -0.05
C -5.600429 1.006803 1.298345 -0.01 -0.04 -0.11
C -4.570906 0.164862 1.658768 0.15 -0.18 -0.09
H -4.113850 0.237716 2.632933 0.05 0.01 0.12
H -5.960794 1.755000 1.986484 -0.05 0.07 0.05
Cl -7.464006 1.939183 -0.421969 -0.17 0.14 -0.06
H -6.166180 -0.165824 -1.821320 -0.05 0.01 -0.08
H -4.347713 -1.658967 -1.192146 0.07 -0.07 -0.04
H -1.020346 -2.724955 -1.149259 -0.06 0.01 -0.04
H -2.022675 -1.278706 -1.271388 0.00 -0.07 -0.09
H 1.219390 0.766476 0.470966 -0.11 -0.13 -0.04
C 3.820906 0.736312 -0.248625 0.04 -0.12 -0.10
C 4.907181 -0.040202 -0.627921 -0.08 0.06 -0.01
C 6.030532 -0.122281 0.176580 0.10 -0.03 0.03
C 6.079161 0.569206 1.374463 0.09 -0.03 0.02
C 4.999090 1.342958 1.763539 -0.04 0.06 0.10
C 3.878464 1.425759 0.957064 0.02 -0.02 -0.06
H 3.044888 2.038020 1.272447 -0.09 0.10 0.04
H 5.029974 1.884792 2.697642 0.01 0.04 0.07
H 6.954413 0.505538 2.003721 0.07 -0.01 0.05
H 6.868695 -0.729575 -0.131724 0.07 -0.05 -0.02
H 4.870267 -0.585478 -1.559671 -0.02 -0.06 -0.10
H 2.710468 0.152173 -1.987811 0.02 0.12 0.19
H 3.237995 2.588811 -2.184438 0.08 0.10 -0.04
```
Forces are in eV/Å.

Calculated values
**SMILES**: C[C@H](NC(=O)CCCOc1ccc(Cl)cc1)c1ccccc1
**LUMO level**: 0.65 eV
**HOMO**: -8.46 eV
**Relative energy (zero: lowest compared OMol25 entry of this formula, charge and spin)**: 0.177 eV

Mulliken atomic charge list, values in e, 6 entries:
1 C -1.4954
2 H 0.4308
3 H 0.2850
4 C -0.2554
5 N -0.0798
6 C 0.5131


# 3
Here is a 5-piece molecular cluster, C30H59BF9NO7PS overall from the Open Molecules 2025 dataset. Energies are from ωB97M-V with the def2-TZVPD basis set.

```
109
Properties=species:S:1:pos:R:3:forces:R:3
O 3.585766 -0.917546 2.809449 0.41 0.26 -0.20
P 2.195122 -1.081303 2.394286 1.27 -0.37 1.51
N 1.904899 -0.462272 0.735985 -1.57 -0.71 1.40
C 2.614589 0.874217 0.531412 -0.37 0.06 -2.14
C 3.163207 0.678524 -0.921085 0.24 -0.07 -0.53
C 4.187611 1.702175 -1.471917 -0.28 0.19 0.72
C 4.102749 2.991208 -0.638191 -0.08 0.38 -0.81
C 4.901470 4.157105 -1.244990 0.52 0.06 1.02
C 4.441063 5.526959 -0.768722 -0.20 -0.61 -0.44
C 3.549044 5.678053 0.269269 -0.34 -0.70 0.44
C 3.181222 6.922036 0.714218 -0.61 0.56 0.99
C 3.687960 8.066166 0.149025 -0.22 0.44 0.06
C 4.549785 7.928396 -0.911019 0.32 0.90 -0.22
C 4.909444 6.685692 -1.352175 0.89 -0.30 -1.02
C 3.386127 -0.844141 -1.129112 -1.53 -0.47 2.12
C 4.483662 -1.599476 -0.331182 0.91 0.45 -0.96
B 5.758971 -0.763326 0.113256 0.65 -0.13 0.09
O 6.999447 -1.330334 -0.100674 -0.46 0.06 -0.56
O 5.708814 0.472057 0.742475 -0.48 -0.51 0.22
C 2.034117 -1.340387 -0.488765 0.61 0.44 -2.31
C 1.731900 -2.835775 -0.411768 -0.67 -0.50 0.44
C 0.257335 -3.171218 -0.806997 0.66 0.52 -0.20
C -0.614371 -3.465070 0.403650 0.90 -0.98 -0.41
F -0.229025 -4.706984 0.828571 -0.31 0.04 0.13
F -0.337570 -2.659825 1.468838 -0.52 0.52 -0.27
C -2.139257 -3.595772 0.134072 0.46 -0.82 0.03
F -2.297651 -4.614322 -0.728030 0.23 0.34 -0.33
F -2.763488 -3.956664 1.246125 0.11 0.41 0.01
S -2.974429 -2.093167 -0.619663 -2.70 0.91 1.31
F -2.427140 -2.364766 -2.068528 0.69 -0.12 0.29
F -1.757904 -1.107691 -0.216298 0.17 -0.84 -0.66
F -3.620816 -1.747593 0.802470 0.42 0.07 0.04
F -4.255305 -2.983432 -0.902759 0.37 -0.20 -0.34
F -3.748318 -0.847299 -1.192541 0.34 0.06 -0.20
H 1.307924 -0.320926 3.191466 -0.31 -0.08 -0.68
H 1.825393 -2.429564 2.512165 -0.56 0.29 -0.58
H 0.897907 -0.256735 0.770350 0.12 0.17 0.00
H 3.316186 1.166654 1.305834 -0.06 -0.52 0.11
H 1.769148 1.539387 0.355730 0.38 0.50 0.77
H 2.268696 0.906826 -1.519725 0.09 -0.20 0.03
H 5.205361 1.313200 -1.555246 -0.10 0.04 0.16
H 3.848714 1.977427 -2.475609 0.21 -0.21 -0.01
H 3.043024 3.280187 -0.630776 0.08 -0.07 0.05
H 4.421231 2.857175 0.399038 -0.02 -0.19 -0.13
H 4.992337 4.101941 -2.333170 -0.23 0.05 0.08
H 5.919651 4.063997 -0.835843 0.02 -0.09 -0.42
H 3.112600 4.822664 0.773484 0.11 0.00 -0.06
H 2.499547 7.016427 1.555489 0.01 -0.11 -0.11
H 3.406905 9.050756 0.503892 -0.02 -0.11 0.04
H 4.966451 8.806934 -1.392670 -0.05 -0.07 0.00
H 5.597767 6.629840 -2.193990 -0.06 -0.13 0.10
H 3.307138 -1.088178 -2.190185 0.51 -0.05 0.08
H 4.112765 -2.104590 0.569314 -0.14 0.26 -0.08
H 4.856826 -2.405477 -0.972497 -0.02 0.05 0.16
H 7.639542 -0.668098 -0.387893 0.24 -0.10 0.49
H 6.305983 0.426572 1.502228 0.13 0.41 -0.18
H 1.294742 -0.934626 -1.192077 -0.17 0.09 0.44
H 2.356619 -3.381873 -1.121718 0.21 0.37 0.09
H 1.913247 -3.305711 0.558844 0.33 0.16 -0.12
H -0.106145 -2.355819 -1.430834 -0.28 -0.13 0.14
H 0.273216 -4.061669 -1.439314 -0.26 -0.01 0.23
C 0.170483 -6.024994 -4.274185 0.26 -0.08 -0.01
C -0.841197 -7.155493 -4.160896 -0.29 0.57 0.23
C -2.208445 -6.728998 -4.672287 -0.08 -0.15 -0.09
O -0.946150 -7.572748 -2.799861 0.20 -0.26 -0.06
H -0.144155 -5.164930 -3.671667 -0.14 0.01 -0.08
H 1.143688 -6.343326 -3.896506 -0.01 -0.05 -0.05
H 0.288200 -5.698432 -5.308451 -0.01 0.04 0.02
H -0.489880 -8.017357 -4.728609 0.01 -0.09 0.16
H -2.596864 -5.892309 -4.082929 0.09 0.06 -0.03
H -2.923126 -7.546560 -4.577759 0.04 -0.02 -0.03
H -2.163508 -6.424757 -5.719144 -0.02 0.02 0.02
H -1.258473 -6.822150 -2.283656 -0.07 -0.02 -0.02
C -1.455808 4.017951 -1.810848 0.15 0.10 -0.12
C -0.992510 2.623680 -1.427792 -0.37 0.39 0.36
C -2.005283 1.917020 -0.545866 0.05 -0.06 0.07
O 0.263611 2.708730 -0.731382 0.22 -0.37 -0.02
H -1.591774 4.636914 -0.919278 -0.09 -0.08 0.04
H -0.710091 4.512682 -2.433990 -0.03 -0.04 -0.04
H -2.398782 3.982836 -2.357182 -0.01 0.01 0.02
H -0.818236 2.035879 -2.331119 0.24 -0.01 0.06
H -2.158350 2.468736 0.386392 -0.03 0.11 -0.07
H -1.651919 0.923522 -0.276534 -0.04 0.23 -0.09
H -2.966110 1.817429 -1.051906 -0.01 -0.01 0.03
H 0.113101 3.233901 0.065926 -0.06 0.12 -0.12
C -4.127355 -4.551183 4.091076 0.15 -0.04 0.25
C -5.519012 -4.309667 4.655847 0.03 0.11 -0.63
C -6.592953 -4.882669 3.744013 -0.15 -0.06 0.11
O -5.731268 -2.908722 4.828038 0.02 -0.02 0.33
H -4.017457 -4.062568 3.122846 -0.16 -0.04 -0.03
H -3.368561 -4.128070 4.751706 -0.03 -0.05 0.05
H -3.928345 -5.617443 3.968969 0.01 0.02 -0.03
H -5.597173 -4.763890 5.644097 -0.03 0.17 0.07
H -6.558710 -4.404578 2.760311 0.11 -0.04 -0.01
H -7.584315 -4.695357 4.157140 0.03 -0.03 0.04
H -6.468223 -5.958569 3.611535 -0.01 0.01 -0.03
H -5.666794 -2.492771 3.961863 -0.04 -0.02 -0.01
C -4.363533 6.060942 1.407143 0.12 0.04 -0.20
C -3.897997 4.664919 1.789642 -0.32 0.39 0.51
C -4.916415 3.964136 2.675278 0.05 -0.23 -0.04
O -2.640789 4.742217 2.468480 0.21 -0.26 -0.31
H -4.492909 6.681275 2.297783 -0.09 -0.07 0.03
H -3.620194 6.554021 0.778870 -0.02 -0.04 -0.03
H -5.310209 6.028384 0.866233 0.00 0.02 0.03
H -3.730647 4.075019 0.886539 0.15 0.00 0.04
H -5.063121 4.517825 3.606178 -0.04 0.09 -0.07
H -4.565893 2.967288 2.947730 -0.01 -0.01 -0.05
H -5.879740 3.869114 2.172416 -0.01 0.02 0.03
H -2.769738 5.260665 3.270040 -0.01 0.01 -0.01
```
Forces are in eV/Å.

Calculated values
**LUMO level**: -2.64 eV
**HOMO**: -10.91 eV
**Total charge**: +1
**Relative energy (zero: lowest compared OMol25 entry of this formula, charge and spin)**: 1.098 eV

Mulliken atomic charge list, values in e, 6 entries:
1 O -0.5876
2 P 0.4911
3 N 0.3106
4 C -1.3272
5 C -0.1440
6 C -1.3339


Please write out number 1 again, unchanged.
Here is one molecule with the formula C5H5Br2N from the Open Molecules 2025 dataset. Energies are from ωB97M-V with the def2-TZVPD basis set.

```
13
Properties=species:S:1:pos:R:3:forces:R:3
C -0.887461 1.594735 -0.061186 0.96 2.30 0.76
C -1.652074 -0.307434 -0.829517 0.22 -1.28 0.31
C -2.148709 1.859682 -0.526825 -0.55 1.12 -0.25
C -2.643234 0.638801 -1.013306 -1.00 -0.80 0.15
C 0.598398 -0.357541 0.303260 0.77 -1.70 -2.85
N -0.588117 0.311601 -0.210117 -0.31 -1.12 -0.98
Br -3.124260 3.549779 -0.652266 1.04 -1.34 0.28
Br -4.525315 0.345853 -1.357920 1.32 -0.04 -0.13
H -0.090231 2.205099 0.348237 -0.53 0.40 -0.04
H -1.561765 -1.404329 -0.966015 -0.60 1.06 -0.07
H 0.632742 -0.251890 1.331436 0.32 0.61 2.10
H 0.349110 -1.462635 0.169272 0.89 1.33 -0.13
H 1.645559 -0.068160 -0.187723 -2.53 -0.55 0.84
```
Forces are in eV/Å.

Calculated values
**SMILES**: Cn1cc(Br)c(Br)c1
**LUMO level**: 0.72 eV
**HOMO**: -8.68 eV
**Relative energy (zero: lowest compared OMol25 entry of this formula, charge and spin)**: 0.233 eV

Mulliken atomic charge list, values in e, 6 entries:
1 C -0.3083
2 C -0.1158
3 C -0.0996
4 C -0.1071
5 C -0.8000
6 N 0.1529